(1)
ORCA calculation (ωB97M-V with the def2-TZVPD basis set) on a 3-piece molecular cluster, C35H41F2N2O10PS2 overall.

Geometry (Å):
N1 -4.2427 1.6333 -6.8383
C1 -4.9189 0.6124 -6.0254
C2 -4.2660 0.4703 -4.6218
C3 -3.0612 -0.4929 -4.7724
C4 -1.9701 -0.3598 -3.7227
C5 -0.9688 0.5270 -3.7575
P1 -0.7515 1.7984 -5.0473
O1 -1.8045 2.8383 -4.9749
C6 0.0654 0.4699 -2.6396
O2 0.5166 1.4781 -2.1283
C7 0.4392 -0.9234 -2.1948
C8 1.8833 -1.2697 -1.8782
C9 2.3696 -0.8585 -0.4630
C10 3.1248 0.4810 -0.3869
C11 4.2289 0.6602 -1.4493
O3 4.9265 -0.5689 -1.6218
C12 -0.5699 -1.8056 -2.1363
C13 -0.4887 -3.2545 -1.7130
C14 -1.0366 -3.4975 -0.2832
C15 -0.0641 -3.0546 0.8222
S1 -0.7023 -1.5888 1.6942
C16 -0.4258 -1.9134 3.4232
S2 -0.7692 -3.3937 4.0228
N2 0.0823 -0.9307 4.3111
C17 -0.9550 -0.2454 5.0773
C18 -0.5158 0.6024 6.0738
C19 -1.3742 1.3404 6.8450
C20 -2.7342 1.2161 6.6005
C21 -3.1682 0.3501 5.6406
C22 -2.3033 -0.3969 4.8624
C23 0.8616 0.0990 3.6359
C24 0.3117 1.1208 2.8888
C25 1.0731 2.0894 2.3013
C26 2.4479 2.0896 2.4522
C27 2.9985 1.0628 3.1763
C28 2.2289 0.0861 3.7666
C29 -1.9537 -1.3169 -2.5333
O4 -2.9676 -1.6501 -1.9498
H1 -3.8499 1.1944 -7.6584
H2 -4.8703 2.3747 -7.1128
H3 -4.7649 -0.3506 -6.5345
H4 -6.0011 0.7577 -5.9471
H5 -4.9751 -0.0168 -3.9426
H6 -3.8981 1.4225 -4.2394
H7 -3.3583 -1.5485 -4.7950
H8 -2.5940 -0.2973 -5.7501
H9 -0.6212 1.1620 -6.3033
H10 0.4881 2.4240 -4.7771
H11 2.4954 -0.8304 -2.6764
H12 2.0408 -2.3468 -1.9759
H13 2.9353 -1.6557 0.0314
H14 1.4686 -0.7347 0.1540
H15 3.6271 0.5001 0.5939
H16 2.4202 1.3199 -0.3530
H17 4.8865 1.4817 -1.1403
H18 3.7358 0.9609 -2.3812
H19 5.5632 -0.6114 -0.8979
H20 -1.1787 -3.8109 -2.3660
H21 0.4934 -3.7060 -1.8601
H22 -1.1589 -4.5844 -0.1841
H23 -2.0378 -3.0771 -0.1771
H24 0.9518 -2.8805 0.4587
H25 0.0126 -3.8578 1.5630
H26 0.5543 0.6879 6.2517
H27 -0.9708 1.9954 7.6086
H28 -3.4142 1.8209 7.1921
H29 -4.2412 0.2675 5.4890
H30 -2.7005 -1.0726 4.1128
H31 -0.7710 1.1637 2.7763
H32 0.6305 2.8811 1.7025
H33 3.0830 2.8416 1.9974
H34 4.0755 1.0035 3.3207
H35 2.6637 -0.7065 4.3616
O5 7.0957 -1.1000 0.8845
C30 6.4323 -1.6786 1.6769
O6 6.3489 -3.0303 1.7726
C31 5.5580 -3.3320 2.9267
C32 4.7561 -2.0675 3.0905
F1 4.4928 -1.8283 4.3986
O7 5.6407 -1.0727 2.6108
H36 6.2106 -3.5207 3.7804
H37 4.9360 -4.2077 2.7573
H38 3.8281 -2.0357 2.5148
O8 -4.3455 2.5367 1.2082
C33 -3.8494 3.0277 0.2513
O9 -4.1126 2.6588 -1.0282
C34 -3.4248 3.5751 -1.8883
C35 -2.3267 4.0838 -0.9936
F2 -2.0023 5.3690 -1.2807
O10 -2.9279 4.0367 0.2902
H39 -4.1110 4.3654 -2.1973
H40 -3.0432 3.0723 -2.7758
H41 -1.4214 3.4724 -0.9964

Calculated values
E_LUMO, hartree: -0.0468
2S+1: 1
Orbital gap, eV: 7.145
SMILES: NCCCC1=C([PH2]=O)C(=O)C(CCCCO)=C(CCCSC(=S)N(c2ccccc2)c2ccccc2)C1=O.O=C1OC[C@@H](F)O1.O=C1OC[C@@H](F)O1

(2)
ORCA calculation (ωB97M-V with the def2-TZVPD basis set) on C31H65Br2Ca2ClF9N4O10PS as an isolated structure.

Geometry (Å):
C1 1.8031 -3.7472 0.6668
C2 1.1383 -2.3261 0.9346
C3 -0.3585 -2.2443 0.3462
C4 -0.6234 -0.9084 -0.4525
C5 -0.7175 0.4225 0.3057
P1 -1.2548 0.2274 2.1161
N1 -2.3223 1.2634 2.5141
N2 -1.6069 1.2898 -0.5579
S1 -0.7601 2.8552 -0.9389
O1 0.5468 2.5590 -1.3930
O2 -1.5146 3.5782 -1.8876
C6 -0.6542 3.9093 0.5708
F1 0.1098 4.9159 0.1782
F2 0.0154 3.2650 1.5174
C7 -2.0065 4.4934 1.0267
F3 -3.0047 3.6096 0.9568
F4 -2.3566 5.5003 0.2239
C8 -1.8555 4.9978 2.4676
F5 -3.0205 5.5115 2.8393
F6 -0.9366 5.9501 2.5804
F7 -1.5802 3.9361 3.1469
C9 -1.8708 0.5564 -1.8484
C10 -2.9941 1.1054 -2.7567
C11 -4.0926 1.9102 -2.0471
C12 -5.4966 1.6548 -2.6463
C13 -6.5719 1.5593 -1.5739
O3 -7.6984 2.3826 -1.8964
C14 -8.8765 1.7669 -1.7047
O4 -9.7840 2.2911 -1.1469
C15 -1.5932 -0.9493 -1.7262
C16 -2.7475 -1.9429 -1.6496
C17 -4.0895 -1.4468 -1.1178
C18 -4.0222 -0.8367 0.2737
O5 -4.3949 -1.7388 1.2758
C19 -5.0699 -1.0994 2.3472
O6 -0.6914 -1.5143 -2.6933
C20 -0.9363 -1.2145 -4.1126
C21 0.4765 -1.3492 -4.7876
N3 1.0753 -0.0901 -5.1021
C22 1.8973 0.2895 -3.9557
C23 3.1585 -0.5155 -3.6917
C24 3.5531 -0.4793 -2.2162
O7 4.1843 -0.0720 -4.4953
H1 1.1865 -4.4831 1.1636
H2 1.9103 -4.0066 -0.4070
H3 2.7983 -3.6914 1.0876
H4 1.7925 -1.5783 0.4136
H5 1.1766 -2.0672 1.9816
H6 -0.4233 -3.0800 -0.3877
H7 -1.0983 -2.4861 1.0911
H8 0.3494 -0.7457 -0.9585
H9 0.3194 0.7296 0.3725
H10 -0.0722 0.3025 2.8787
H11 -1.8257 -1.0545 2.2237
H12 -2.0637 1.8470 3.3509
H13 -2.4239 1.4451 0.0836
H14 -0.9916 0.8586 -2.4320
H15 -2.5382 1.7572 -3.4886
H16 -3.3872 0.2771 -3.3306
H17 -3.8987 2.9604 -2.2002
H18 -4.1716 1.6797 -0.9896
H19 -5.7312 2.4451 -3.3453
H20 -5.5016 0.7400 -3.2292
H21 -6.8703 0.5179 -1.4644
H22 -6.2203 1.8921 -0.6011
H23 -8.9868 0.7503 -2.0989
H24 -2.4719 -2.7673 -0.9974
H25 -2.9292 -2.4115 -2.6081
H26 -4.6186 -0.7970 -1.7996
H27 -4.7292 -2.3203 -1.0352
H28 -3.0127 -0.4518 0.4508
H29 -4.6819 0.0254 0.3388
H30 -6.1145 -0.9103 2.1018
H31 -5.0504 -1.7510 3.2087
H32 -4.6037 -0.1569 2.6262
H33 -1.2896 -0.1983 -4.3369
H34 -1.5872 -1.9506 -4.5617
H35 0.4361 -1.9884 -5.6564
H36 1.2315 -1.7654 -4.0817
H37 1.6337 -0.2156 -5.9352
H38 2.2042 1.3169 -4.1247
H39 1.3224 0.2984 -3.0195
H40 3.0456 -1.5950 -3.9472
H41 4.2192 -1.3104 -2.0032
H42 4.0919 0.4259 -1.9670
H43 2.6719 -0.5736 -1.5529
H44 5.0707 -0.4690 -4.0611
C25 -1.8157 8.4179 4.9187
C26 -0.7777 8.2293 6.0116
O8 -0.6855 6.8724 6.4262
H45 -2.7931 8.0801 5.2633
H46 -1.8887 9.4665 4.6240
H47 -1.5616 7.8272 4.0391
H48 -1.0428 8.8063 6.8963
H49 0.2055 8.5671 5.6615
H50 -0.4443 6.3316 5.6686
Br1 5.5598 1.8584 -3.5431
F8 -1.4763 2.3475 4.6626
C27 6.0206 -5.6926 1.0047
N4 7.2458 -5.5964 1.8676
C28 8.4391 -5.8798 1.0081
C29 7.1688 -6.6209 2.9500
C30 7.4237 -4.2098 2.4335
C31 6.3637 -3.7185 3.3892
O9 5.1064 -3.6647 2.7732
H51 6.0962 -6.6090 0.4242
H52 5.1422 -5.7410 1.6341
H53 5.9863 -4.8323 0.3430
H54 8.3376 -6.8793 0.5973
H55 9.3337 -5.8154 1.6219
H56 8.4736 -5.1446 0.2082
H57 6.2670 -6.4608 3.5337
H58 8.0495 -6.5302 3.5813
H59 7.1353 -7.6032 2.4862
H60 7.4749 -3.5459 1.5721
H61 8.3886 -4.2095 2.9468
H62 6.6403 -2.6880 3.7190
H63 6.3002 -4.3608 4.2890
H64 4.4756 -3.2827 3.4030
Ca1 6.7313 -3.3525 5.9632
O10 -1.8821 0.4247 -6.0835
H65 -1.6365 0.9972 -6.8167
F9 -4.2204 6.8680 0.4474
Ca2 1.1961 -2.3674 -1.9003
Cl1 5.8256 -2.1621 -4.4007
Br2 -5.7850 7.1034 -0.2663

Calculated values
E_LUMO, hartree: -0.0879
2S+1: 1
Orbital gap, eV: 2.325

(3)
ORCA calculation (ωB97M-V with the def2-TZVPD basis set) on C24H40HgN8S5 as an isolated structure.

Geometry (Å):
Hg1 -0.0553 0.8622 -0.8976
N1 -1.8923 -4.0683 -0.2585
C1 -1.7805 -2.7118 -0.1233
S1 -1.7063 -1.7890 -1.6327
N2 -1.7516 -2.2090 1.0539
N3 -1.3614 -0.8922 1.1486
C2 -1.7330 -0.2764 2.2076
C3 -2.6943 -0.7840 3.2171
C4 -3.9223 -1.3210 2.8370
C5 -4.8114 -1.7742 3.7975
C6 -4.4754 -1.7139 5.1433
C7 -3.2526 -1.1841 5.5293
C8 -2.3717 -0.7082 4.5707
C9 -1.0768 1.0366 2.4767
C10 -1.7759 2.0939 3.0471
C11 -1.0961 3.2688 3.3212
C12 0.2605 3.3417 3.0427
C13 0.8781 2.2399 2.4697
N4 0.2249 1.1160 2.1834
H1 -2.3741 -4.4120 -1.0721
H2 -2.0855 -4.5582 0.6032
H3 -4.1811 -1.3727 1.7882
H4 -5.7691 -2.1779 3.4965
H5 -5.1691 -2.0749 5.8911
H6 -2.9871 -1.1350 6.5770
H7 -1.4237 -0.2813 4.8766
H8 -2.8282 1.9879 3.2730
H9 -1.6154 4.1104 3.7607
H10 0.8366 4.2264 3.2789
H11 1.9384 2.2362 2.2384
C14 -0.9499 3.5842 -3.6385
C15 -1.9193 3.7238 -2.4686
S2 -1.3019 3.5671 -0.7759
C16 0.0018 4.8117 -0.6461
C17 1.3570 4.5509 -1.3146
S3 2.0426 2.9032 -0.9898
C18 2.6302 2.4047 -2.6249
C19 1.7138 2.6085 -3.8341
S4 -0.0077 2.0297 -3.7364
H12 -0.2453 4.4122 -3.6575
H13 -1.5399 3.6560 -4.5532
H14 -2.6936 2.9563 -2.5264
H15 -2.4240 4.6874 -2.5659
H16 0.1390 4.9095 0.4314
H17 -0.3942 5.7665 -0.9988
H18 2.0575 5.2966 -0.9356
H19 1.2939 4.7012 -2.3877
H20 2.8395 1.3441 -2.4875
H21 3.5746 2.9084 -2.8364
H22 2.1595 2.0688 -4.6704
H23 1.6798 3.6531 -4.1414
C20 1.4052 -2.3772 2.4316
N5 1.7921 -1.4371 1.3838
C21 2.9983 -1.4111 0.7909
S5 3.6792 0.0265 0.2244
N6 3.6585 -2.5830 0.6450
C22 3.0253 -3.8849 0.4820
H24 0.9692 -1.8088 3.2528
H25 2.2789 -2.9012 2.8134
H26 0.6623 -3.0986 2.0913
H27 1.3571 -0.5218 1.4661
H28 4.5736 -2.4654 0.2428
H29 3.0901 -4.5001 1.3796
H30 3.5178 -4.4154 -0.3317
H31 1.9747 -3.7583 0.2216
N7 0.2073 -3.7190 -3.7238
C23 1.5594 -3.1346 -3.7244
C24 1.5048 -1.5988 -3.6769
N8 1.7768 -0.9860 -2.3764
H32 0.2502 -4.7094 -3.5133
H33 -0.2011 -3.6426 -4.6493
H34 -1.0349 -2.7609 -2.3243
H35 2.1464 -3.4651 -4.5869
H36 2.0768 -3.4931 -2.8323
H37 0.5130 -1.2766 -4.0096
H38 2.2145 -1.1796 -4.3921
H39 2.7615 -1.0375 -2.1329
H40 1.2816 -1.4802 -1.6384

Calculated values
E_LUMO (spin up / spin down), hartree: -0.0795 / -0.1309
2S+1: 2
Orbital gap (spin up / spin down), eV: 7.012 / 6.580
Net charge: +1
Relative energy (zero: lowest compared OMol25 entry of this formula, charge and spin), eV: 0.1075

(4)
ORCA calculation (ωB97M-V with the def2-TZVPD basis set) on an isolated ion of composition C6H5N4 and charge +1.

Geometry (Å):
C1 2.0489 -1.1839 -0.4519
C2 2.1108 0.2105 -0.2145
C3 0.8893 0.8376 0.0440
C4 -0.3414 0.1041 -0.0189
C5 -1.5056 0.7753 0.1848
N1 -2.0141 2.3369 0.4834
N2 -3.1236 1.8805 0.5451
N3 -2.8082 0.5585 0.3262
N4 -0.3818 -1.2399 -0.2043
C6 0.7807 -1.8376 -0.3999
H1 2.8958 -1.9166 -0.5572
H2 3.1555 0.7350 -0.1195
H3 0.7760 1.9256 0.3959
H4 -3.2091 -0.3571 0.4419
H5 0.7268 -2.8289 -0.4553

Calculated values
E_LUMO, hartree: -0.2585
2S+1: 1
Orbital gap, eV: 7.946
Net charge: +1
SMILES: c1ccc(C2=NN=[NH+]2)nc1
Relative energy (zero: lowest compared OMol25 entry of this formula, charge and spin), eV: 1.6408

Number 1: electronic energy -96807.7428 eV, M 782.82 g/mol. Number 2: electronic energy -293680.0046 eV, M 1163.32 g/mol. Number 3: electronic energy -95803.5413 eV, M 801.57 g/mol. Number 4: electronic energy -12250.8356 eV, M 133.13 g/mol.